Record 1
The following is a DFT calculation (the ωB97M-V functional and the def2-TZVPD basis) of a 3-piece molecular cluster, C3H10NO4 overall.

Values from the calculation:
E_HOMO, eV: -4.19
Charge: -1
Orbital gap, eV: 7.87

Geometry as XYZ:
```
18
Properties=species:S:1:pos:R:3:lowdin_charge:R:1
H -0.68 0.04 -0.54 0.087
H 1.26 0.45 0.93 0.104
C 1.25 -0.38 0.20 -0.409
O -1.91 -1.81 0.34 -0.105
H -1.55 1.36 -2.08 0.066
H -0.10 -1.53 3.61 -0.005
O 0.87 -1.55 0.69 -0.287
H -1.42 -1.87 1.17 0.015
C -0.78 2.11 -1.90 -0.025
H -0.53 2.70 -2.77 0.063
H -1.13 -1.90 -0.23 0.010
H -1.15 2.85 -1.19 0.075
H 2.20 -0.39 -0.36 0.097
N 0.27 0.17 -0.88 0.061
C 0.47 1.44 -1.31 -0.591
O 0.66 -2.01 3.27 -0.140
H 0.74 -1.74 2.30 -0.028
O 1.53 2.04 -1.26 0.011
```

---

Record 2
The following is a DFT calculation (the ωB97M-V functional and the def2-TZVPD basis) of an isolated ion of composition C6H11N2 and charge +1 at a distorted geometry.

Values from the calculation:
E_HOMO, eV: -16.03
Charge: +1
Orbital gap, eV: 10.64
SMILES string: C=[N+](C)[C@@H](C#N)CC

Geometry as XYZ:
```
19
Properties=species:S:1:pos:R:3:lowdin_charge:R:1
H -0.72 2.72 0.54 0.093
C -0.80 -0.95 -1.46 0.020
H 2.25 -0.26 -0.43 0.095
C 1.24 -0.93 1.55 -0.181
C 0.07 -0.70 0.82 -0.254
H -1.11 -1.97 -1.32 0.131
H -0.62 -1.47 1.12 0.172
H -0.80 -0.78 -2.48 0.108
C -0.64 0.66 1.23 -0.100
C -0.36 1.77 0.23 -0.051
C 1.47 -0.53 -1.03 0.241
N 2.11 -0.89 2.30 0.251
H -1.66 0.43 1.20 0.109
N 0.28 -0.75 -0.60 -0.134
H 1.66 -0.51 -2.11 0.153
H -0.32 0.86 2.18 0.097
H 0.59 1.88 -0.17 0.066
H -1.08 1.66 -0.53 0.059
H -1.56 -0.26 -1.04 0.126
```

---

Record 3
The following is a DFT calculation (the ωB97M-V functional and the def2-TZVPD basis) of a 2-piece molecular cluster, C3H9NO3 overall.

Values from the calculation:
E_HOMO, eV: -10.30
Orbital gap, eV: 11.06
SMILES string: [H]/N=C(\O)OO.CC

Geometry as XYZ:
```
16
Properties=species:S:1:pos:R:3:lowdin_charge:R:1
O 0.59 2.59 1.44 0.015
N 2.79 1.46 0.94 0.158
H -0.62 -2.10 0.05 0.057
O 0.55 1.42 0.66 -0.034
H 1.55 2.69 1.62 0.077
H -1.92 -2.65 -1.02 0.066
H 3.68 1.02 0.75 0.079
C -1.72 -0.50 -0.95 -0.174
C -1.63 -1.88 -0.30 -0.162
H -2.31 -1.93 0.55 0.069
H -2.74 -0.29 -1.26 0.070
O 1.71 -0.20 -0.30 0.140
H -1.08 -0.44 -1.84 0.069
H 0.79 -0.39 -0.55 0.087
H -1.42 0.28 -0.24 0.051
C 1.78 0.90 0.45 -0.566
```

---

Record 4
The following is a DFT calculation (the ωB97M-V functional and the def2-TZVPD basis) of a 7-piece molecular cluster, C4H19O8S overall at a distorted geometry.

Values from the calculation:
E_HOMO, eV: -6.15
Charge: -1
Orbital gap, eV: 9.19

Geometry as XYZ:
```
32
Properties=species:S:1:pos:R:3:lowdin_charge:R:1
O 0.98 -3.03 0.67 -0.051
H -1.51 -0.56 2.16 0.001
C -0.76 0.90 -1.06 -0.268
O -4.51 -0.07 1.25 -0.047
C -1.76 -0.22 -0.90 -0.503
H -1.17 1.49 1.05 0.131
H -1.14 -1.05 -0.49 0.074
H 0.75 -2.63 1.46 -0.025
H 0.09 0.75 -1.70 0.094
O -2.17 -0.66 2.88 -0.059
H -2.47 -2.24 -2.09 -0.182
H -2.65 -0.12 -0.20 0.061
O 2.76 -1.08 -1.91 -0.167
H -1.12 1.82 -1.50 0.106
H 2.72 2.30 -2.56 0.068
O 4.15 1.60 0.60 -0.048
H 0.31 2.20 0.36 0.085
H -4.00 -0.22 2.13 0.064
O 1.79 0.03 0.42 -0.047
O -0.12 -0.78 1.22 -0.070
H 3.36 1.20 1.04 0.025
H 1.53 2.43 -1.59 -0.056
H 2.08 -1.84 -1.96 0.061
H -1.60 -0.64 3.60 0.005
H 4.76 0.94 0.53 -0.028
C -0.30 1.33 0.34 -0.097
O 1.77 2.53 -2.45 -0.024
H 1.45 -2.22 0.49 -0.008
C 0.60 0.10 0.76 -0.652
H 2.55 -0.70 -0.96 0.026
H -3.92 -0.59 0.87 -0.106
S -2.48 -0.97 -2.47 0.636
```

---

Record 5
The following is a DFT calculation (the ωB97M-V functional and the def2-TZVPD basis) of a 2-piece molecular cluster, C26H47NO8PS2 overall at a distorted geometry.

Values from the calculation:
E_HOMO, eV: -11.09
Charge: +1
Orbital gap, eV: 6.45

Geometry as XYZ:
```
85
Properties=species:S:1:pos:R:3:lowdin_charge:R:1
H -6.78 -2.08 -1.35 0.130
C 1.49 1.59 -0.43 -0.135
H 8.45 -2.59 3.22 0.087
C 6.09 -0.31 3.47 -0.272
C 1.26 -2.15 3.45 -0.163
O -2.31 -3.32 -1.63 -0.260
H -0.95 4.53 -3.88 0.115
H 3.04 2.41 -3.28 -0.133
H 5.81 1.69 2.70 0.079
H 4.73 0.47 1.98 0.067
P 0.81 -1.60 0.55 0.942
H -1.87 -3.02 0.50 0.112
H -3.97 4.73 -1.16 0.143
C -0.90 2.02 -1.38 0.021
H 2.30 0.73 -0.30 0.122
S -8.32 -0.77 0.24 0.795
H -5.99 0.67 -0.29 0.099
H 1.75 4.96 -2.64 0.089
C -0.17 3.78 -3.38 -0.252
H 6.41 -1.66 1.11 0.099
C 1.39 -3.04 -0.56 -0.387
C -3.00 0.05 -1.44 0.023
N 0.09 1.05 -0.70 -0.049
O 5.90 -1.68 3.12 -0.173
H -2.89 -5.05 -0.33 0.109
H -4.12 -4.63 -1.74 0.105
O -5.35 3.17 -0.64 -0.070
C -4.56 -0.48 -1.77 -0.125
H 5.43 -0.11 4.32 0.120
C -6.68 -1.50 -0.33 -0.215
C 6.68 -2.17 2.03 -0.287
C -0.51 3.59 -1.76 -0.136
H -1.47 4.27 -1.57 0.115
H -3.57 -2.50 -0.12 0.128
H -6.35 -2.25 0.54 0.140
H 1.40 -1.03 3.79 0.082
H -0.85 -1.60 2.49 0.095
H 0.89 -2.87 4.29 0.090
H 8.52 -1.06 2.35 0.068
O -8.38 -0.43 1.75 -0.373
C -2.41 -2.48 -0.39 -0.173
H 1.14 -2.90 -1.70 0.096
H 3.46 -3.88 0.26 0.089
H 1.90 2.27 -1.32 0.119
C 3.06 -3.04 -0.49 -0.198
C -3.53 2.64 -2.50 -0.104
C -4.29 3.60 -1.37 -0.100
H 2.43 5.27 2.21 0.173
C 0.15 -2.18 2.24 -0.444
O -8.81 0.62 -0.63 -0.241
C -5.45 -0.37 -0.38 -0.204
H -5.09 0.17 -2.59 0.121
S 2.53 3.19 -4.36 0.611
H 2.29 -2.58 3.02 0.087
H -0.15 -3.33 2.11 0.084
C 1.32 4.48 -3.64 -0.522
H -2.94 3.41 -3.19 0.106
H 1.76 1.57 1.85 0.142
H -4.53 -1.64 -2.04 0.124
H -4.29 2.10 -3.22 0.127
H 6.41 -3.22 1.90 0.116
H 3.45 -2.02 -0.02 0.048
H 0.48 2.93 1.24 0.142
O 2.65 3.35 0.92 -0.144
H -9.59 1.08 -0.16 0.136
H -2.47 -5.45 -2.12 0.118
C 5.74 0.65 2.35 -0.081
C -2.46 1.57 -1.78 0.005
H -0.30 2.75 -3.93 0.109
H 1.16 5.40 -4.38 0.103
H 7.11 -0.15 3.83 0.110
C -1.89 -0.96 -0.71 0.007
O 2.85 3.44 3.32 -0.024
H -4.76 -0.46 0.58 0.133
C 1.51 2.40 1.03 -0.148
H 1.03 -4.06 -0.11 0.090
C 2.64 4.11 2.18 -0.131
H 6.42 0.54 1.50 0.067
C -0.36 -0.39 -0.34 -0.170
O -9.42 -1.86 -0.04 -0.388
H 3.56 -3.12 -1.55 0.081
H 8.73 -2.57 1.46 0.080
C -2.98 -4.62 -1.43 -0.125
C 8.18 -2.09 2.28 -0.079
H 0.33 4.04 -1.08 0.110
```

---

Record 6
The following is a DFT calculation (the ωB97M-V functional and the def2-TZVPD basis) of one molecule with the formula C10H16N4O4 at a distorted geometry.

Values from the calculation:
E_HOMO, eV: -8.89
Orbital gap, eV: 9.41
SMILES string: C[C@@H](O)[C@H](NC(=O)[C@@H](N)Cc1c[nH]cn1)C(=O)O

Geometry as XYZ:
```
34
Properties=species:S:1:pos:R:3:lowdin_charge:R:1
C 1.67 -1.70 -1.09 -0.037
H -3.76 -2.80 0.04 0.132
C -3.38 -0.79 0.68 -0.062
H 2.68 -2.95 0.99 0.103
C -1.00 2.14 0.32 -0.332
H 1.04 1.73 -0.61 0.139
O 2.97 -2.05 0.82 -0.032
H 1.22 -2.69 -1.01 0.077
C 2.05 0.17 0.50 -0.220
H 4.28 -0.70 0.75 0.122
H 2.14 0.30 1.60 0.179
H -1.29 3.51 -1.12 0.087
H -1.16 1.98 -1.69 0.070
H -1.63 -2.37 -1.53 0.116
C -0.07 1.20 0.84 -0.479
H 2.63 -1.63 -1.65 0.110
C -2.56 0.15 0.16 -0.261
O 3.36 1.62 -0.89 0.075
O 4.51 0.15 0.28 0.131
N 0.95 0.89 -0.02 0.124
H -0.95 2.95 1.04 0.166
H -2.87 1.74 1.44 0.128
N -3.23 -1.96 -0.03 0.062
C -2.29 -1.68 -0.99 -0.210
N -1.77 -0.50 -0.90 0.122
H -3.04 2.23 -0.21 0.129
H -4.15 -0.74 1.41 0.114
H 0.92 -1.39 0.93 0.137
C 3.35 0.65 -0.11 -0.451
C 1.81 -1.34 0.35 -0.364
H 1.06 -0.93 -1.64 0.099
C -2.43 1.57 0.45 -0.109
O -0.28 0.60 1.91 0.067
N -0.81 2.63 -1.02 0.069
```

---

Record 7
The following is a DFT calculation (the ωB97M-V functional and the def2-TZVPD basis) of an isolated ion of composition C6H14NS4 and charge +1 at a distorted geometry.

Values from the calculation:
E_HOMO, eV: -12.10
Charge: +1
Orbital gap, eV: 9.00
SMILES string: C[NH2+]C1(SCS)SCCCS1

Geometry as XYZ:
```
25
Properties=species:S:1:pos:R:3:lowdin_charge:R:1
H -2.13 2.55 -0.89 0.087
H -0.21 -1.69 3.50 0.106
H 3.82 -1.14 -1.88 -0.128
S 2.82 -0.36 -2.25 0.687
H 2.36 1.69 -1.17 0.010
H 3.95 1.05 -0.67 0.042
H -2.46 1.31 0.32 0.079
N -0.24 -0.21 2.00 -0.053
C -1.66 -0.88 -1.14 -0.426
C 0.20 -1.50 2.51 -0.089
S 2.26 0.22 0.74 0.810
H -0.11 -2.30 1.84 0.077
H 0.06 0.55 2.61 0.137
S -0.12 1.84 0.07 0.923
H -1.82 -1.61 -1.93 0.089
H -2.30 -1.14 -0.30 0.081
H 1.29 -1.51 2.58 0.074
C -1.83 1.57 -0.53 -0.436
H -1.25 -0.17 1.87 0.130
H -1.23 0.77 -2.44 0.120
H -2.94 0.56 -2.04 0.127
C 0.49 0.20 0.38 -1.227
C 2.92 0.81 -0.88 -0.822
S 0.08 -1.16 -0.66 0.896
C -1.93 0.53 -1.64 -0.292
```

---

Record 8
The following is a DFT calculation (the ωB97M-V functional and the def2-TZVPD basis) of a 5-piece molecular cluster, C6H21NO5 overall at a distorted geometry.

Values from the calculation:
E_HOMO, eV: -8.77
Orbital gap, eV: 9.09
SMILES string: CCCCNCC=O.O.O.O.O

Geometry as XYZ:
```
33
Properties=species:S:1:pos:R:3:lowdin_charge:R:1
H 1.91 1.54 -2.91 0.066
H 1.29 0.11 -3.78 0.044
C -1.93 1.81 0.56 -0.256
C -0.85 -0.45 -1.85 -0.189
H 2.02 -0.08 -2.20 0.081
O 1.17 0.56 5.07 -0.057
C -0.60 -1.20 -0.54 -0.216
H 1.81 0.35 2.09 0.054
O 0.76 -2.40 -4.31 -0.069
C 1.38 0.60 -2.81 -0.107
C 0.04 0.78 -2.05 -0.255
H -0.49 1.52 -2.67 0.103
H -0.95 -1.53 3.93 0.045
N -0.67 -0.26 0.58 -0.085
H 0.81 -2.14 -5.24 0.037
H 3.27 1.05 2.36 0.041
H -0.20 -0.19 4.04 0.019
H -1.89 -0.17 -1.98 0.098
H -2.75 -0.10 0.24 0.123
H -0.78 -1.07 -2.76 0.090
H 1.41 1.10 4.31 0.022
O 2.45 0.75 2.71 -0.033
H -1.28 -2.06 -0.47 0.113
H -2.21 0.01 1.90 0.105
H 0.38 -1.71 -0.55 0.122
H 0.29 1.33 -1.14 0.091
H -1.16 2.38 1.11 0.116
C -1.97 0.32 0.88 -0.178
O -2.63 2.35 -0.25 0.052
H 0.39 -1.54 -4.03 -0.008
H 1.73 -0.19 4.96 0.032
O -0.55 -0.85 3.41 -0.059
H -0.19 -0.63 1.39 0.058
```